P | CH3FIN | ωB97M-V/def2-TZVPD

Structure (XYZ):
```
7
Properties=species:S:1:pos:R:3:nbo_charge:R:1
H 1.862 0.975 -1.297 0.3507
N 1.368 1.096 -0.403 -0.5953
C 0.773 0.124 0.068 0.0517
I 0.456 -2.024 -0.485 -0.0066
H 0.440 0.435 1.058 0.1966
F -2.179 0.055 0.746 -0.5674
H -2.720 -0.661 0.315 0.5703
```

LUMO   0.057 eV
Kohn-Sham gap   0.3666 hartree
HOMO energy   -9.920 eV
Charge   0

=====

Q | CH3FIN | ωB97M-V/def2-TZVPD

Structure (XYZ):
```
7
Properties=species:S:1:pos:R:3:nbo_charge:R:1
C -1.017 -1.030 -0.646 0.1941
N 1.389 0.530 0.330 -1.0644
F -1.229 -2.176 -0.242 -0.2906
I -2.443 0.291 -0.010 0.1061
H 0.755 0.054 -0.213 0.3508
H 1.857 1.331 -0.174 0.3619
H 0.688 1.000 0.956 0.3420
```

LUMO   -0.819 eV
Kohn-Sham gap   0.3179 hartree
HOMO energy   -9.468 eV
Charge   0

=====

Computed energies relative to the best structure, in kJ/mol: P 0.0; Q 220.8

=====

P | C5H15N3O | ωB97M-V/def2-TZVPD

Structure (XYZ):
```
24
Properties=species:S:1:pos:R:3:nbo_charge:R:1
C 1.055 0.656 1.606 0.5780
C -0.259 -1.364 -0.052 -0.8403
C -0.172 1.491 1.796 -0.6972
N 1.824 0.904 0.581 -0.7643
N 1.368 -0.235 2.572 -0.7796
H 1.144 1.045 -0.464 0.4766
H 2.665 0.344 0.509 0.3671
H 0.676 -0.454 3.269 0.4059
H 2.113 -0.896 2.414 0.4016
H 0.092 2.377 2.379 0.2432
H -0.813 -2.181 -0.516 0.1822
H 0.795 -1.652 0.002 0.1734
H -0.742 -1.213 0.916 0.1669
H -0.546 1.785 0.819 0.2834
H -0.946 0.934 2.320 0.2193
C -1.942 0.078 -1.678 -0.6565
C -0.428 -0.060 -1.585 0.5935
N 0.131 -0.821 -2.642 -0.9180
O 0.195 1.067 -1.348 -0.8279
H 0.963 -0.424 -3.054 0.3982
H -0.237 -1.756 -2.736 0.3836
H -2.329 0.506 -0.757 0.2014
H -2.425 -0.883 -1.846 0.1978
H -2.181 0.751 -2.505 0.2116
```

LUMO   0.594 eV
Kohn-Sham gap   0.2811 hartree
HOMO energy   -7.054 eV
Charge   0

=====

Q | C5H15N3O | ωB97M-V/def2-TZVPD

Structure (XYZ):
```
24
Properties=species:S:1:pos:R:3:nbo_charge:R:1
C -1.371 0.233 -0.490 0.2789
C -0.812 1.812 1.566 -0.4336
N -1.621 0.705 1.031 -0.6525
N -2.538 0.203 -1.305 -0.8502
N -0.829 -1.018 -0.100 -1.0642
H -2.616 0.842 1.193 0.3838
H -0.678 0.984 -0.898 0.1606
H -2.925 1.102 -1.560 0.3661
H -3.240 -0.453 -0.988 0.3660
H -1.058 -1.766 -0.745 0.3548
H -1.263 -0.440 1.142 0.4696
H -0.925 1.861 2.650 0.2018
H 0.231 1.630 1.312 0.2475
H -1.113 2.768 1.133 0.1936
C 2.256 -1.037 0.879 -0.7271
C 1.943 -0.979 -1.673 -0.7179
C 1.907 -0.238 -0.355 0.6516
O 1.717 0.964 -0.313 -0.6083
H 2.978 -0.988 -2.034 0.2259
H 3.227 -1.526 0.746 0.2198
H 1.499 -1.806 1.027 0.2536
H 2.295 -0.384 1.750 0.2217
H 1.326 -0.462 -2.404 0.2337
H 1.609 -2.010 -1.563 0.2250
```

LUMO   0.894 eV
Kohn-Sham gap   0.3151 hartree
HOMO energy   -7.680 eV
Charge   0

=====

Computed energies relative to the best structure, in kJ/mol: P 0.0; Q 42.0

=====

P | C21H26N2O3 | ωB97M-V/def2-TZVPD

Structure (XYZ):
```
52
Properties=species:S:1:pos:R:3:nbo_charge:R:1
N -0.842 1.464 2.040 -0.8278
C -1.012 0.121 2.092 0.6868
O -0.101 -0.619 2.386 -0.6247
C -2.438 -0.325 1.767 -0.3250
C -2.657 -1.819 2.012 -0.3958
C -1.857 -2.675 1.031 -0.2331
N -2.152 -2.305 -0.346 -0.4509
C -1.557 -3.189 -1.323 -0.2376
C -0.011 -3.336 -1.285 0.0411
O 0.393 -4.658 -1.004 -0.7064
C 0.667 -2.873 -2.594 -0.0852
O 0.404 -1.535 -2.941 -0.5019
C 0.919 -0.524 -2.183 0.3030
C 0.450 0.755 -2.492 -0.2610
C 0.830 1.843 -1.740 -0.1754
C 1.702 1.697 -0.660 -0.1167
C 2.057 2.844 0.186 0.0431
C 1.098 3.798 0.523 -0.2392
C 1.420 4.869 1.337 -0.2113
C 2.708 5.008 1.827 -0.2185
C 3.671 4.070 1.495 -0.2033
C 3.350 2.997 0.685 -0.2169
C 2.214 0.430 -0.399 -0.1764
C 1.838 -0.669 -1.149 -0.2617
C -1.871 -0.904 -0.587 -0.2268
C -2.761 -0.038 0.297 -0.3838
H -1.585 2.090 1.788 0.3896
H 0.079 1.847 2.181 0.4104
H -3.112 0.250 2.413 0.2216
H -2.351 -2.078 3.027 0.2228
H -3.721 -2.036 1.900 0.2063
H -2.129 -3.726 1.160 0.2003
H -0.793 -2.563 1.275 0.1978
H -1.991 -4.182 -1.163 0.2034
H -1.865 -2.834 -2.311 0.2000
H 0.382 -2.748 -0.452 0.1930
H 0.040 -5.246 -1.682 0.4606
H 1.746 -3.063 -2.522 0.1834
H 0.271 -3.458 -3.432 0.1870
H -0.234 0.862 -3.320 0.2245
H 0.456 2.822 -1.997 0.2138
H 0.089 3.692 0.151 0.2087
H 0.663 5.597 1.592 0.2125
H 2.959 5.845 2.462 0.2142
H 4.679 4.177 1.868 0.2144
H 4.111 2.280 0.417 0.2137
H 2.888 0.286 0.432 0.2187
H 2.254 -1.632 -0.900 0.2180
H -2.072 -0.690 -1.640 0.2050
H -0.821 -0.646 -0.378 0.1734
H -2.604 1.013 0.048 0.1997
H -3.806 -0.288 0.107 0.2124
```

LUMO   0.689 eV
Kohn-Sham gap   0.3193 hartree
HOMO energy   -7.999 eV
Charge   0

=====

Q | C21H26N2O3 | ωB97M-V/def2-TZVPD

Structure (XYZ):
```
52
Properties=species:S:1:pos:R:3:nbo_charge:R:1
C -3.606 -1.997 -2.638 -0.2511
O -4.401 -2.172 -1.491 -0.4940
C -4.362 -1.213 -0.523 0.3075
C -5.173 -1.439 0.591 -0.2654
C -5.196 -0.528 1.624 -0.1844
C -4.414 0.616 1.572 -0.2442
C -3.610 0.852 0.469 -0.0133
C -2.759 2.089 0.371 -0.2362
N -1.441 1.780 -0.158 -0.4427
C -0.671 0.958 0.757 -0.2385
C 0.634 0.523 0.087 -0.2195
N 1.384 1.687 -0.312 -0.4435
C 2.606 2.073 0.116 0.7017
O 3.104 3.127 -0.237 -0.6412
C 3.363 1.108 1.022 -0.5294
C 3.810 -0.103 0.247 -0.0824
C 4.577 0.062 -0.895 -0.1822
C 5.014 -1.026 -1.630 -0.2330
C 4.685 -2.302 -1.215 -0.1932
C 3.919 -2.492 -0.076 -0.3200
C 3.475 -1.401 0.658 0.3669
O 2.699 -1.500 1.787 -0.5267
C 2.374 -2.778 2.273 -0.2510
C 0.620 2.557 -1.182 -0.2304
C -0.684 2.969 -0.502 -0.2236
C -3.589 -0.062 -0.579 -0.2826
H -3.792 -2.870 -3.262 0.1996
H -3.887 -1.093 -3.188 0.1768
H -2.541 -1.952 -2.387 0.1752
H -5.772 -2.336 0.618 0.2230
H -5.825 -0.709 2.483 0.2135
H -4.432 1.323 2.388 0.2093
H -2.700 2.583 1.358 0.1736
H -3.235 2.791 -0.323 0.2105
H -1.262 0.077 1.016 0.2175
H -0.435 1.506 1.689 0.1651
H 1.204 -0.100 0.769 0.2300
H 0.394 -0.060 -0.811 0.1948
H 2.766 0.817 1.885 0.2414
H 4.243 1.653 1.375 0.2492
H 4.830 1.065 -1.204 0.2268
H 5.611 -0.878 -2.517 0.2150
H 5.021 -3.162 -1.774 0.2135
H 3.674 -3.498 0.229 0.2181
H 1.771 -3.341 1.553 0.1764
H 1.788 -2.609 3.175 0.2013
H 3.270 -3.352 2.527 0.1796
H 1.232 3.431 -1.407 0.2510
H 0.391 2.018 -2.108 0.1914
H -1.274 3.577 -1.191 0.2048
H -0.452 3.578 0.391 0.1688
H -2.946 0.151 -1.418 0.2267
```

LUMO   0.576 eV
Kohn-Sham gap   0.3355 hartree
HOMO energy   -8.554 eV
Charge   0

=====

Computed energies relative to the best structure, in kJ/mol: P 0.0; Q 68.2

=====

P | CH2N4O2 | ωB97M-V/def2-TZVPD

Structure (XYZ):
```
9
Properties=species:S:1:pos:R:3:nbo_charge:R:1
C -2.432 -0.172 0.115 1.0374
N 1.484 1.218 -0.335 -0.3436
N 1.422 -1.094 -0.082 -0.3384
N 0.306 1.089 -0.177 -0.0209
N 0.259 -0.885 -0.031 -0.0301
O -2.496 -0.729 -0.863 -0.5015
O -2.389 0.458 1.095 -0.5345
H 1.930 2.055 -0.008 0.3604
H 1.916 -1.940 0.285 0.3712
```

LUMO (spin up / spin down)   0.352 / 0.387 eV
Kohn-Sham gap (spin up / spin down)   0.3115 / 0.3126 hartree
HOMO energy (spin up / spin down)   -8.126 / -8.118 eV
Charge   0

=====

Q | CH2N4O2 | ωB97M-V/def2-TZVPD

Structure (XYZ):
```
9
Properties=species:S:1:pos:R:3:nbo_charge:R:1
N 1.474 2.033 -0.295 -0.2949
C 0.877 1.086 -0.232 0.3804
N 0.077 0.035 0.064 -0.2307
N -1.312 0.251 -0.049 -0.6057
N 0.598 -1.334 0.169 0.6669
O 1.768 -1.408 0.233 -0.3375
O -0.146 -2.245 0.286 -0.3195
H -1.756 0.888 0.699 0.3769
H -1.580 0.693 -0.875 0.3641
```

LUMO   0.133 eV
Kohn-Sham gap   0.4160 hartree
HOMO energy   -11.188 eV
Charge   0

=====

Computed energies relative to the best structure, in kJ/mol: P 0.0; Q 203.5

=====

P | C15H35ClN5O9 | ωB97M-V/def2-TZVPD

Structure (XYZ):
```
65
Properties=species:S:1:pos:R:3:nbo_charge:R:1
Cl -0.974 -0.228 -1.986 2.5297
O -1.838 -1.360 -1.678 -0.8814
O -1.521 0.726 -2.976 -0.8700
O -0.750 0.461 -0.760 -0.8857
O 0.260 -0.824 -2.432 -0.8904
C -5.137 -1.349 3.473 -0.7082
C -5.361 -1.468 4.964 0.6722
O -5.644 -2.592 5.367 -0.6476
N -5.295 -0.424 5.787 -0.6210
C -4.602 0.844 5.581 -0.4160
H -5.021 -2.349 3.056 0.2505
H -4.356 -0.641 3.192 0.2248
H -6.082 -0.951 3.104 0.2248
H -5.731 -0.658 6.668 0.4015
H -3.761 0.742 4.895 0.2161
H -4.196 1.218 6.521 0.2102
H -5.209 1.605 5.090 0.1923
C -2.483 5.438 0.265 -0.7275
C -3.559 4.940 1.287 0.6795
O -3.323 4.990 2.484 -0.6679
N -4.747 4.630 0.929 -0.5920
C -5.254 4.640 -0.420 -0.4205
H -2.696 5.229 -0.783 0.2160
H -1.530 4.925 0.394 0.2512
H -2.196 6.472 0.458 0.2338
H -5.330 4.434 1.730 0.4066
H -4.979 5.488 -1.046 0.2059
H -6.331 4.747 -0.287 0.2015
H -5.007 3.687 -0.888 0.2131
C 2.684 4.445 -3.992 -0.7017
C 3.018 3.809 -5.285 0.6707
O 3.527 4.485 -6.175 -0.6508
N 2.945 2.450 -5.307 -0.6254
C 3.591 1.674 -6.385 -0.4276
H 1.595 4.494 -4.018 0.2374
H 3.125 5.440 -3.924 0.2355
H 3.059 3.745 -3.246 0.2221
H 2.446 1.911 -4.613 0.4145
H 4.511 1.218 -6.020 0.1830
H 3.833 2.283 -7.255 0.2333
H 3.104 0.721 -6.593 0.2076
C 0.083 -11.097 -0.509 -0.7097
C -0.234 -9.639 -0.263 0.6613
O -0.300 -9.165 0.882 -0.6461
N -0.500 -8.935 -1.352 -0.6033
C -0.779 -7.480 -1.454 -0.4183
H 0.721 -11.206 -1.386 0.2102
H -0.931 -11.480 -0.625 0.2310
H 0.644 -11.470 0.348 0.2432
H -0.562 -9.493 -2.192 0.3827
H -1.117 -6.905 -0.592 0.2495
H -1.588 -7.511 -2.184 0.1947
H -0.007 -6.977 -2.037 0.2048
C 7.901 2.834 2.790 -0.7038
C 6.863 1.764 2.568 0.6597
O 6.499 1.052 3.517 -0.6351
N 6.375 1.800 1.340 -0.6040
C 5.326 0.942 0.867 -0.4215
H 8.694 2.581 2.086 0.2119
H 8.378 2.847 3.770 0.2355
H 7.494 3.817 2.552 0.2194
H 6.765 2.456 0.678 0.3909
H 5.466 0.907 -0.213 0.1994
H 4.370 1.386 1.145 0.2222
H 5.657 -0.074 1.084 0.2252
```

LUMO   2.183 eV
Kohn-Sham gap   0.2987 hartree
HOMO energy   -5.944 eV
Charge   -1

=====

Q | C15H35ClN5O9 | ωB97M-V/def2-TZVPD

Structure (XYZ):
```
65
Properties=species:S:1:pos:R:3:nbo_charge:R:1
Cl 20.883 4.625 7.509 2.5685
O 19.745 3.840 8.018 -0.8432
O 20.502 5.393 6.400 -0.8062
O 21.268 5.474 8.662 -0.8073
O 21.985 3.709 7.169 -0.8227
C 24.335 3.797 5.807 -0.7238
C 24.648 2.316 6.166 0.6737
O 25.570 2.095 6.955 -0.6721
N 24.034 1.324 5.604 -0.6050
C 23.038 1.297 4.443 -0.4218
H 24.109 3.676 4.748 0.1996
H 25.178 4.477 5.933 0.2371
H 23.441 4.213 6.270 0.2594
H 24.480 0.451 5.848 0.4000
H 22.693 0.308 4.142 0.2142
H 23.623 1.632 3.586 0.1935
H 22.224 2.014 4.556 0.2274
C 16.062 3.159 5.253 -0.7171
C 15.606 3.383 6.613 0.6512
O 14.429 3.258 6.950 -0.6821
N 16.446 3.850 7.525 -0.6063
C 17.907 3.940 7.360 -0.4149
H 15.590 3.945 4.663 0.2412
H 15.668 2.222 4.857 0.2405
H 17.117 3.246 4.994 0.2144
H 15.918 3.966 8.378 0.4080
H 18.249 4.945 7.111 0.1852
H 18.458 3.309 6.663 0.2180
H 18.298 3.546 8.298 0.2404
C 24.155 7.380 8.219 -0.7177
C 25.066 6.322 8.939 0.6894
O 26.210 6.491 9.046 -0.6351
N 24.576 5.171 9.369 -0.6183
C 23.454 4.542 8.892 -0.4391
H 24.600 7.752 7.296 0.2247
H 24.071 8.204 8.928 0.2305
H 23.147 7.053 7.964 0.2135
H 25.169 4.599 9.953 0.3960
H 23.567 3.468 8.750 0.2070
H 22.979 4.744 7.932 0.2236
H 22.778 4.716 9.730 0.1835
C 19.867 2.618 5.009 -0.7068
C 19.621 3.506 3.811 0.6588
O 19.964 3.136 2.676 -0.6933
N 19.100 4.653 3.896 -0.5803
C 18.530 5.389 4.979 -0.4632
H 18.919 2.624 5.545 0.2067
H 20.618 3.083 5.647 0.2454
H 20.007 1.569 4.749 0.2395
H 18.932 5.119 3.016 0.4025
H 19.119 5.405 5.896 0.2575
H 17.531 5.028 5.223 0.1799
H 18.506 6.437 4.680 0.2011
C 19.690 7.558 7.866 -0.7091
C 20.276 7.954 9.201 0.6610
O 19.805 8.937 9.822 -0.7040
N 21.265 7.180 9.662 -0.6230
C 22.083 7.370 10.863 -0.4279
H 20.502 7.241 7.213 0.2220
H 19.007 8.280 7.418 0.2317
H 19.105 6.702 8.203 0.2174
H 21.414 6.392 9.048 0.3850
H 21.658 8.023 11.625 0.2123
H 23.058 7.844 10.750 0.1867
H 22.099 6.414 11.387 0.1922
```

LUMO   2.592 eV
Kohn-Sham gap   0.3208 hartree
HOMO energy   -6.139 eV
Charge   -1

=====

Computed energies relative to the best structure, in kJ/mol: P 0.0; Q 856.8

=====

P | C4H13NO | ωB97M-V/def2-TZVPD

Structure (XYZ):
```
19
Properties=species:S:1:pos:R:3:mulliken_spin:R:1
C 1.046 -2.326 -0.128 0.0070
C -0.028 -1.229 -0.030 0.0337
C 0.799 0.057 0.330 0.0337
N -0.035 1.150 1.019 0.7747
C -1.491 0.786 1.216 0.0109
H 1.425 -2.278 -1.139 -0.0008
H 1.797 -2.085 0.621 0.0033
H 0.778 -3.325 0.085 0.0074
H -0.635 -1.218 -0.941 -0.0003
H -0.745 -1.485 0.834 0.0072
H 1.494 -0.283 1.118 0.0194
H 1.223 0.447 -0.681 0.0386
H 0.172 1.282 2.030 -0.0076
H -1.941 0.619 0.231 0.0126
H -1.553 -0.195 1.596 0.0573
H -1.959 1.616 1.889 0.0028
H -0.130 3.505 -2.546 0.0000
H -0.413 2.174 -2.504 -0.0001
O 0.197 2.788 -3.001 0.0000
```

LUMO (spin up / spin down)   -3.512 / -8.486 eV
Kohn-Sham gap (spin up / spin down)   0.4123 / 0.2296 hartree
HOMO energy (spin up / spin down)   -14.733 / -14.732 eV
Charge   +1
2S+1   2

=====

Q | C4H13NO | ωB97M-V/def2-TZVPD

Structure (XYZ):
```
19
Properties=species:S:1:pos:R:3:mulliken_spin:R:1
C -0.441 2.132 1.007 0.0120
C -0.897 0.973 0.086 0.0422
N 0.341 0.278 -0.344 0.7961
C 0.100 -0.703 -1.469 0.0320
C 1.310 -1.526 -1.800 0.0138
H 0.576 2.411 0.635 -0.0030
H -1.050 3.051 0.882 -0.0004
H -0.362 1.795 2.065 0.0003
H -1.415 1.290 -0.850 0.0115
H -1.689 0.300 0.471 0.0253
H 0.637 -0.281 0.461 -0.0054
H -0.243 0.003 -2.291 0.0109
H -0.832 -1.308 -1.060 0.0655
H 0.996 -2.238 -2.581 -0.0003
H 1.778 -1.928 -0.882 -0.0014
H 2.164 -0.974 -2.279 0.0004
H -0.575 -0.343 2.465 -0.0001
H -0.280 -1.706 3.135 0.0000
O -0.118 -1.226 2.347 0.0005
```

LUMO (spin up / spin down)   -2.875 / -8.185 eV
Kohn-Sham gap (spin up / spin down)   0.4788 / 0.2837 hartree
HOMO energy (spin up / spin down)   -15.903 / -15.904 eV
Charge   +1
2S+1   2

=====

Computed energies relative to the best structure, in kJ/mol: P 125.6; Q 0.0